Record 1
The ion C26H23ClNS with charge +1 in a non-equilibrium geometry. Source: the Open Molecules 2025 dataset; level of theory: the ωB97M-V functional and the def2-TZVPD basis.

The geometry in XYZ format:
```
52
Properties=species:S:1:pos:R:3:nbo_charge:R:1
Cl -4.851 1.217 -1.869 0.03
C -3.587 1.459 -0.717 -0.04
C -2.315 1.902 -1.112 -0.22
C -1.353 2.129 -0.137 -0.21
C -1.621 1.899 1.224 0.04
C -0.543 1.940 2.311 -0.06
C -0.947 2.974 3.397 -0.39
C 0.407 3.639 3.914 -0.47
C 1.357 3.338 2.796 -0.10
C 0.773 2.513 1.838 -0.23
C -2.935 1.587 1.597 -0.24
C -3.909 1.301 0.642 -0.22
H -2.130 2.110 -2.177 0.24
H -0.361 2.463 -0.454 0.22
H -1.570 3.802 3.003 0.23
H -1.454 2.404 4.178 0.18
H 0.171 4.726 4.071 0.24
H 0.784 3.229 4.898 0.23
H 2.397 3.572 2.911 0.23
H 1.177 2.166 0.915 0.22
H -3.147 1.472 2.668 0.20
H -4.922 1.014 0.941 0.24
C -1.547 -2.368 2.602 -0.42
N -2.103 -1.438 3.558 -0.33
C -3.245 -1.806 4.335 0.19
C -3.502 -0.840 5.321 -0.23
C -4.513 -1.009 6.264 -0.19
C -5.268 -2.192 6.244 -0.18
C -5.002 -3.183 5.271 -0.17
C -3.995 -2.977 4.308 -0.23
S -2.418 0.549 5.179 0.51
C -1.493 -0.269 3.926 0.27
C -0.409 0.495 3.181 -0.36
C 0.864 0.405 4.056 -0.05
C 0.769 0.678 5.418 -0.23
C 1.949 0.915 6.165 -0.21
C 3.182 0.721 5.560 -0.19
C 3.286 0.264 4.246 -0.22
C 2.106 0.063 3.501 -0.14
H -1.256 -1.857 1.694 0.24
H -0.685 -2.873 3.039 0.24
H -2.327 -3.080 2.346 0.23
H -4.709 -0.197 6.999 0.24
H -6.075 -2.388 6.961 0.25
H -5.558 -4.126 5.270 0.24
H -3.826 -3.783 3.584 0.24
H -0.184 -0.019 2.242 0.25
H -0.171 0.751 6.008 0.22
H 1.883 1.216 7.206 0.23
H 4.055 0.905 6.206 0.23
H 4.261 0.044 3.772 0.24
H 2.161 -0.301 2.480 0.21
```

Its charge is +1. Its frontier orbital gap is 7.21 eV. Its largest force on an atom is 0.0618 Eh/bohr. For the LUMO energy, the calculation gives -4.1 eV. For the energy, the calculation gives -52175.3950 eV. The value obtained for the HOMO energy is -11.33 eV.

=====

Record 2
A cluster of 13 separate species, C26H78O13S5 in total in a non-equilibrium geometry. Source: the Open Molecules 2025 dataset; level of theory: the ωB97M-V functional and the def2-TZVPD basis.

The geometry in XYZ format:
```
122
Properties=species:S:1:pos:R:3:lowdin_charge:R:1
C 0.297 -2.398 5.227 -0.01
C -0.122 -1.447 4.024 -0.30
O 0.529 -0.222 3.829 -0.13
H 1.269 -2.816 4.926 0.06
H -0.357 -3.009 5.471 -0.04
H 0.595 -1.757 6.178 0.13
H -0.997 -1.227 4.082 -0.02
H -0.103 -2.050 2.893 0.16
H -0.003 0.238 3.055 0.08
C -3.187 -2.636 1.889 -0.08
C -2.958 -4.028 1.287 -0.24
O -3.406 -5.019 2.314 0.00
H -2.847 -2.337 2.938 0.09
H -4.296 -2.338 1.798 0.10
H -2.671 -1.982 1.236 0.02
H -1.939 -4.203 1.134 0.05
H -3.492 -4.176 0.295 0.11
H -3.058 -5.664 1.928 -0.07
C 0.964 -4.751 1.505 -0.10
C 2.374 -4.826 2.170 -0.32
O 2.480 -6.024 2.984 -0.06
H 0.235 -4.946 2.329 0.09
H 0.815 -5.499 0.702 0.08
H 0.730 -3.827 1.124 -0.02
H 2.732 -3.745 2.735 0.13
H 3.211 -4.654 1.316 0.13
H 3.404 -5.848 3.137 0.06
C -4.392 4.059 -0.148 -0.06
C -3.291 4.803 -0.956 -0.22
O -2.546 3.707 -1.652 -0.17
H -5.048 4.630 0.097 -0.04
H -3.936 3.437 0.585 0.07
H -5.023 3.445 -0.732 0.07
H -2.518 5.425 -0.494 0.09
H -3.902 5.622 -1.675 0.16
H -1.723 3.972 -2.119 -0.01
C -3.983 -2.172 -2.057 -0.11
C -5.234 -2.903 -2.443 -0.24
O -4.885 -4.128 -3.162 -0.03
H -4.035 -1.200 -1.599 0.07
H -3.161 -1.816 -2.670 0.06
H -3.307 -2.791 -1.350 0.07
H -5.587 -2.126 -2.943 0.07
H -5.656 -3.188 -1.481 0.13
H -4.891 -4.578 -2.378 0.01
C -0.587 3.541 3.563 -0.07
C -0.555 2.945 5.041 -0.34
O -0.336 3.926 5.995 -0.10
H -1.369 4.230 3.681 0.04
H -0.864 2.916 2.841 -0.01
H 0.299 4.281 3.194 0.12
H 0.341 2.419 5.009 0.06
H -1.515 2.224 5.193 0.16
H -0.275 3.440 6.890 0.14
C -0.551 -4.278 -1.997 -0.13
C -1.267 -5.080 -2.944 -0.39
O -0.403 -5.060 -4.025 -0.10
H 0.529 -4.638 -1.863 0.11
H -0.833 -4.281 -0.943 0.04
H -0.530 -3.187 -2.295 0.09
H -2.041 -4.503 -3.170 0.03
H -1.908 -6.100 -2.732 0.18
H -0.093 -5.992 -4.401 0.17
C 2.528 -0.033 -3.782 -0.06
C 3.392 0.900 -2.892 -0.29
O 3.082 0.573 -1.556 -0.09
H 2.448 -1.076 -3.448 0.07
H 2.682 -0.116 -5.003 0.14
H 1.510 0.098 -3.739 0.00
H 3.299 1.842 -2.967 0.01
H 4.312 0.781 -3.362 0.09
H 3.478 1.257 -0.986 0.06
C -1.190 0.457 -0.779 -0.23
S 0.353 0.354 0.060 0.87
O 0.090 0.906 1.449 -0.53
C 0.563 -1.438 -0.079 -0.26
H -1.898 0.147 -0.120 0.03
H -1.381 0.020 -1.680 0.02
H -1.549 1.350 -1.019 0.00
H -0.318 -2.064 0.196 0.04
H 1.587 -1.536 0.527 0.09
H 0.744 -1.679 -1.225 0.09
C 3.791 -0.168 1.981 -0.23
S 5.318 -0.331 2.973 0.87
O 5.148 0.546 4.202 -0.58
C 4.938 -1.977 3.629 -0.28
H 2.972 -0.549 2.568 0.05
H 3.904 -0.766 1.312 -0.07
H 3.455 0.877 1.809 0.04
H 5.726 -2.385 4.124 -0.01
H 4.616 -2.725 2.843 0.04
H 3.975 -1.996 4.363 0.12
C -1.762 2.320 -6.591 -0.28
S -2.382 2.987 -5.127 0.87
O -3.871 3.435 -5.533 -0.56
C -2.685 1.457 -4.153 -0.26
H -0.854 1.774 -6.449 0.06
H -1.547 3.099 -7.097 -0.02
H -2.441 1.740 -7.063 0.04
H -3.269 1.974 -3.444 0.00
H -1.621 0.869 -4.001 0.11
H -3.231 0.690 -4.758 0.06
C 1.602 4.130 -4.214 -0.29
S 1.053 4.880 -2.669 0.89
O -0.491 4.897 -2.827 -0.60
C 1.215 3.428 -1.596 -0.26
H 2.658 3.843 -4.178 0.03
H 1.679 4.996 -5.135 0.13
H 0.708 3.439 -4.467 0.06
H 0.924 2.471 -1.828 0.01
H 0.813 3.852 -0.520 0.13
H 2.252 3.478 -1.484 -0.03
C 4.742 4.901 1.871 -0.31
S 3.305 4.102 1.333 0.80
O 3.684 3.002 0.326 -0.58
C 2.849 3.165 2.822 -0.29
H 5.647 4.148 2.055 0.12
H 4.744 5.682 2.547 0.03
H 5.171 5.280 0.938 0.05
H 3.841 2.340 3.151 0.13
H 1.895 2.462 2.728 0.07
H 2.718 4.081 3.567 0.08
```

For the energy relative to the best compared isomer or geometry (same formula, charge and spin), the calculation gives 438.49 kJ/mol. Its frontier orbital gap is 8.90 eV. Its largest force on an atom is 0.2331 Eh/bohr. For the LUMO energy, the calculation gives 0.2 eV. For the energy, the calculation gives -108995.5718 eV. The value obtained for the HOMO energy is -8.70 eV.

=====

Record 3
An isolated molecule of C5H8P2 in a non-equilibrium geometry. Source: the Open Molecules 2025 dataset; level of theory: the ωB97M-V functional and the def2-TZVPD basis.

The geometry in XYZ format:
```
15
Properties=species:S:1:pos:R:3:nbo_charge:R:1
C 0.592 -0.689 -0.060 -0.17
C 1.057 0.537 -0.042 -0.33
C -1.622 -0.570 -0.194 -0.35
C 2.517 0.964 0.016 -0.63
C -2.472 -1.755 -0.058 -0.70
P -1.957 1.008 -0.065 0.41
P -0.002 1.990 -0.548 0.28
H 1.280 -1.451 0.326 0.20
H 2.554 1.824 0.836 0.21
H 2.875 1.428 -0.908 0.23
H 3.074 0.143 0.328 0.21
H -2.354 -2.271 0.837 0.23
H -2.268 -2.454 -0.819 0.23
H -3.446 -1.422 -0.219 0.23
H 0.173 2.718 0.571 -0.03
```

For the energy relative to the best compared isomer or geometry (same formula, charge and spin), the calculation gives 297.65 kJ/mol. Its frontier orbital gap is 8.58 eV. Its largest force on an atom is 0.0913 Eh/bohr. For the LUMO energy, the calculation gives 0.2 eV. For the energy, the calculation gives -23887.4868 eV. The value obtained for the HOMO energy is -8.41 eV.

=====

Record 4
A cluster of 2 separate species, C6H8N2O4 in total in a non-equilibrium geometry. Source: the Open Molecules 2025 dataset; level of theory: the ωB97M-V functional and the def2-TZVPD basis.

The geometry in XYZ format:
```
20
Properties=species:S:1:pos:R:3:nbo_charge:R:1
C -0.870 0.688 0.309 0.64
C -0.882 -0.791 0.282 -0.48
C -1.207 -1.531 1.371 0.10
C -1.567 0.463 2.690 0.78
C 1.313 0.177 -1.892 0.74
C 2.279 0.406 -3.055 -0.72
H -1.348 2.258 1.619 0.44
H -0.805 -1.222 -0.692 0.28
H -1.239 -2.575 1.359 0.22
H -1.446 -1.473 3.487 0.44
H 0.948 -0.408 -0.055 0.50
H 1.887 0.495 -4.010 0.24
H 3.109 1.060 -2.786 0.24
H 2.967 -0.483 -3.332 0.23
N -1.277 1.224 1.524 -0.64
N -1.407 -0.901 2.605 -0.61
O -0.499 1.367 -0.620 -0.51
O -1.847 0.966 3.776 -0.61
O 0.075 0.293 -1.955 -0.56
O 1.816 -0.015 -0.625 -0.72
```

As for the structure (SMILES): O=c1cc[nH]c(=O)[nH]1.CC(=O)O. For the energy relative to the best compared isomer or geometry (same formula, charge and spin), the calculation gives 376.93 kJ/mol. Its frontier orbital gap is 7.99 eV. Its largest force on an atom is 0.1850 Eh/bohr. For the LUMO energy, the calculation gives 0.1 eV. For the energy, the calculation gives -17519.5165 eV. The value obtained for the HOMO energy is -7.86 eV.

=====

Record 5
A structure of composition C35H31BrIIrN5OS. Source: the Open Molecules 2025 dataset; level of theory: the ωB97M-V functional and the def2-TZVPD basis.

The geometry in XYZ format:
```
76
Properties=species:S:1:pos:R:3:lowdin_charge:R:1
Ir -0.258 0.177 -0.119 1.19
C -0.118 -4.153 0.218 -0.02
C -1.403 -4.421 0.643 -0.01
C -2.267 -3.359 0.865 0.02
C -1.830 -2.075 0.633 -0.20
N -0.580 -1.823 0.191 -0.04
C 0.255 -2.836 0.011 -0.13
C -2.669 -0.880 0.858 -0.18
C -4.024 -0.860 1.139 0.04
C -4.678 0.358 1.203 0.01
C -3.991 1.530 0.921 0.04
C -2.643 1.458 0.636 -0.19
N -2.014 0.275 0.704 -0.04
C -1.787 2.567 0.145 -0.20
C -2.184 3.887 0.130 0.02
C -1.307 4.857 -0.337 -0.02
C -0.047 4.480 -0.762 -0.01
C 0.298 3.138 -0.709 -0.09
N -0.553 2.206 -0.287 -0.05
H 0.594 -4.947 0.044 0.12
H -1.727 -5.437 0.817 0.12
H -3.271 -3.535 1.225 0.12
H 1.252 -2.578 -0.303 0.07
H -4.568 -1.783 1.270 0.12
H -5.736 0.392 1.421 0.13
H -4.512 2.476 0.887 0.12
H -3.162 4.164 0.494 0.12
H -1.603 5.898 -0.348 0.12
H 0.668 5.205 -1.123 0.12
H 1.278 2.788 -1.007 0.09
O -1.751 0.026 -1.670 -0.32
N -1.566 0.050 -3.006 -0.26
C -1.617 1.282 -3.584 -0.08
C -1.489 1.448 -4.924 -0.06
C -1.317 0.287 -5.709 -0.06
C -1.279 -0.938 -5.122 -0.10
C -1.397 -1.123 -3.706 -0.81
S -1.322 -2.632 -2.981 0.61
H -1.767 2.094 -2.888 0.12
H -1.528 2.435 -5.358 0.11
H -1.220 0.372 -6.784 0.11
H -1.150 -1.838 -5.704 0.10
C -1.135 -0.394 4.111 -0.09
N -0.917 1.026 4.279 -0.25
C -0.333 1.313 5.574 -0.11
C -0.288 1.680 3.134 -0.17
C 0.998 1.045 2.633 -0.22
C 2.116 1.136 3.469 -0.05
C 3.303 0.488 3.178 -0.08
C 3.391 -0.255 2.015 -0.09
C 2.302 -0.321 1.158 -0.16
C 1.087 0.335 1.425 -0.24
H -1.862 -0.740 4.849 0.09
H -0.214 -0.988 4.231 0.10
H -1.532 -0.593 3.119 0.06
H -1.047 1.040 6.354 0.09
H -0.128 2.380 5.664 0.09
H 0.597 0.758 5.767 0.08
H -0.107 2.718 3.424 0.13
H -1.013 1.697 2.326 0.07
H 2.048 1.731 4.371 0.11
H 4.147 0.565 3.850 0.11
H 4.310 -0.768 1.757 0.11
H 2.444 -0.854 0.225 0.02
Br 4.488 1.230 -3.829 0.74
C 4.403 -0.574 -3.279 -0.73
C 5.522 -1.367 -3.472 -0.12
C 5.508 -2.698 -3.081 -0.06
C 4.373 -3.244 -2.509 -0.06
C 3.247 -2.457 -2.318 -0.14
C 3.265 -1.123 -2.691 -0.66
I 1.538 0.024 -2.449 1.26
H 6.402 -0.935 -3.928 0.11
H 6.387 -3.308 -3.238 0.12
H 4.353 -4.287 -2.223 0.11
H 2.342 -2.889 -1.922 0.08
```

Its charge is +1. For the energy relative to the best compared isomer or geometry (same formula, charge and spin), the calculation gives 192.15 kJ/mol. Its frontier orbital gap is 5.69 eV. Its largest force on an atom is 0.0186 Eh/bohr. For the LUMO energy, the calculation gives -3.8 eV. For the energy, the calculation gives -138107.3328 eV. The value obtained for the HOMO energy is -9.49 eV.